# 1
34
Properties=species:S:1:pos:R:3:forces:R:3 method="wB97M-V/def2-TZVPD" homo_lumo_gap_ev=8.61 lumo_ev=0.93 homo_ev=-7.68 relative_energy_ev=0.7517 smiles=Cc1c[nH]c2ccccc12.Cc1ccccc1
C 2.69213 1.76216 -0.91556 0.691 -0.320 0.274
C 1.89875 1.92601 0.34659 0.153 -0.305 -0.870
C 2.35690 2.42672 1.52004 -0.032 0.379 0.156
N 1.37951 2.30204 2.47407 -0.275 -0.233 0.598
C 0.27436 1.70548 1.92263 0.292 0.170 1.148
C -0.93724 1.38630 2.53795 -1.032 -0.618 -0.965
C -1.97176 1.04935 1.67087 0.765 -0.085 1.151
C -1.79898 1.07967 0.29510 -0.504 -0.140 -0.472
C -0.56360 1.28943 -0.26782 0.188 0.160 -0.159
C 0.54745 1.49980 0.56845 -0.730 0.638 -0.235
H 2.38212 0.93407 -1.55604 -0.633 0.343 -0.041
H 3.68368 1.42056 -0.63278 0.381 0.183 0.130
H 2.84492 2.67924 -1.47741 -0.288 0.052 -0.245
H 3.25329 2.98952 1.73802 0.117 -0.348 -0.022
H 1.39239 2.64071 3.41818 0.272 0.003 -0.029
H -1.17942 1.26898 3.58528 0.630 0.506 0.208
H -2.88510 0.72195 2.13760 -0.413 0.080 -0.218
H -2.68371 0.91977 -0.31419 0.252 0.069 -0.159
H -0.48528 1.44400 -1.33435 0.174 -0.437 -0.151
C -1.42532 -2.66605 0.96089 0.859 -0.184 -0.219
C -0.96124 -2.37530 -0.44455 -0.271 0.030 0.342
C 0.33980 -2.65786 -0.84141 0.038 -0.210 -0.416
C 0.87470 -2.14268 -2.02413 -0.568 -0.904 0.965
C 0.01577 -1.49189 -2.88986 0.259 0.468 -0.774
C -1.32040 -1.29504 -2.56210 0.833 0.287 0.393
C -1.78203 -1.67196 -1.31223 -0.256 -0.034 -0.506
H -1.02821 -3.61934 1.31277 -0.242 -0.189 -0.074
H -2.50601 -2.63266 1.06120 0.005 0.063 0.123
H -0.92469 -1.92825 1.59281 -0.450 0.176 0.187
H 0.94675 -3.38474 -0.30838 0.000 0.431 0.470
H 1.92156 -2.39098 -2.13127 0.032 0.346 -0.848
H 0.33471 -1.09521 -3.85255 0.246 -0.146 0.208
H -1.88901 -0.68419 -3.23938 -0.514 -0.110 -0.120
H -2.79680 -1.40961 -1.03844 0.020 -0.120 0.171

---

# 2
16
Properties=species:S:1:pos:R:3:forces:R:3 method="wB97M-V/def2-TZVPD" homo_lumo_gap_ev="6.95 / 7.15" lumo_ev="-1.35 / -1.38" homo_ev="-8.30 / -8.53" relative_energy_ev=2.3299
C 2.41776 -1.60187 -0.10825 -0.928 0.278 -1.270
C -2.10063 -0.32134 -0.23563 1.758 -1.175 -0.269
C -1.76858 1.08212 -0.51096 1.256 -1.415 0.952
C -1.15264 -1.21742 0.16114 -0.354 -0.266 1.246
C -0.51310 1.50319 -0.24368 -0.511 1.568 0.148
C 0.16402 -0.80506 0.67399 2.092 2.311 1.975
C 0.45173 0.67573 0.39357 2.040 -0.957 -1.238
N 1.25550 -1.61775 0.17272 -0.353 -0.982 0.405
O 2.21576 2.40893 -0.11099 0.914 0.578 -0.108
O 3.46222 -1.58973 -0.62404 0.792 -0.469 0.511
S 2.11585 1.01240 0.34031 -2.473 1.280 0.188
H -2.98966 -0.79015 -0.55169 -1.285 0.072 -0.287
H -2.35924 1.81241 -0.99005 -1.242 0.110 -0.445
H -1.19843 -2.31006 0.35772 -1.118 0.771 -0.728
H -0.34702 2.55702 -0.55338 0.727 -0.965 0.498
H 0.34646 -0.79842 1.82921 -1.314 -0.739 -1.578

---

# 3
16
Properties=species:S:1:pos:R:3:forces:R:3 method="wB97M-V/def2-TZVPD" homo_lumo_gap_ev=8.45 lumo_ev=0.59 homo_ev=-7.86 relative_energy_ev=8.3095
C 0.32451 0.35226 1.01948 3.146 0.492 -1.210
C -2.35062 0.64840 -0.39102 -0.125 0.027 -0.335
N 1.78404 0.44502 0.36824 0.806 0.151 1.093
C 0.24925 -0.41796 -0.16739 -4.196 -0.931 0.569
C 0.34216 -1.39307 -1.03775 0.290 0.545 -0.201
O -1.67394 -0.32790 0.32078 0.505 -0.307 -0.645
O 2.80579 -0.26500 1.05538 -0.217 0.246 -0.072
H 3.13750 -0.89758 0.39924 -0.143 0.185 0.190
H 2.11077 1.39167 0.17199 -0.110 -0.148 0.159
H -0.11785 1.34414 1.03180 -0.071 -0.189 0.001
H 0.35592 -0.19128 1.95808 -0.135 0.056 -0.090
H -1.70012 1.36221 -0.95175 0.112 -0.158 0.223
H -2.98479 1.28039 0.25565 0.038 -0.164 -0.006
H -3.00952 0.21710 -1.16813 0.025 0.089 0.113
H -0.56794 -1.82847 -1.42849 0.053 -0.078 0.281
H 1.29484 -1.71992 -1.43609 0.021 0.181 -0.071

---

# 4
22
Properties=species:S:1:pos:R:3:forces:R:3 method="wB97M-V/def2-TZVPD" homo_lumo_gap_ev=11.73 lumo_ev=-2.63 homo_ev=-14.36 charge=+1 relative_energy_ev=3.6152 smiles=CC(C)[N@H+]1N[C@]1(C)N
C -1.94305 -0.83757 -0.77170 0.443 -2.765 -3.028
C -1.15494 -0.01035 0.20601 -0.731 -0.669 0.414
C -2.02301 1.16646 0.75058 0.456 -1.633 -4.087
N 0.08103 0.36168 -0.59241 -0.958 -0.076 2.845
N 0.99785 1.25206 -0.01120 1.332 1.342 -0.720
C 1.66119 0.04000 -0.08150 1.323 -0.427 0.113
C 1.75421 -0.91865 1.10600 0.796 0.036 -1.716
N 2.64580 -0.06730 -1.04723 -0.664 0.988 0.014
H -2.48217 -0.39352 -1.66799 0.760 0.397 1.365
H -1.16789 -1.55689 -1.32165 -1.545 1.188 1.198
H -2.68825 -1.53277 -0.35496 0.385 0.466 0.335
H -0.88318 -0.73853 1.05271 -0.063 1.397 -1.251
H -2.32835 1.74680 -0.13307 0.036 0.090 0.370
H -1.61805 1.76847 1.44428 1.893 2.126 2.398
H -2.89813 0.78425 1.17431 -1.359 -0.938 0.572
H -0.00499 0.53289 -1.56924 -0.531 0.173 -0.879
H 0.82336 1.86046 0.78986 -0.429 -0.843 -0.091
H 2.58528 -1.63666 0.80974 -1.664 0.236 0.798
H 0.74806 -1.23935 1.38531 0.683 -0.816 -0.143
H 2.11117 -0.35588 1.94699 0.379 0.430 0.405
H 2.94715 -0.94406 -1.43571 -0.068 -0.348 0.458
H 2.83693 0.71847 -1.67913 -0.474 -0.353 0.630

---

# 5
11
Properties=species:S:1:pos:R:3:forces:R:3 method="wB97M-V/def2-TZVPD" homo_lumo_gap_ev="8.50 / 6.25" lumo_ev="-6.06 / -7.87" homo_ev="-14.56 / -14.12" charge=+1 relative_energy_ev=4.0133
C 1.07153 -0.05371 2.13437 1.191 0.115 -1.525
C -1.16123 -0.27276 -1.82351 -2.884 -2.115 1.635
P -1.40567 -0.11417 0.05751 1.303 1.647 -0.930
Cl -2.36804 1.67685 0.15833 0.499 -0.600 0.141
Cl -2.73970 -1.42696 0.57579 -0.465 -0.737 0.139
H 1.79847 0.00694 1.27778 -1.079 -0.633 0.859
H 0.97894 -0.90456 2.79447 -0.286 -0.376 -0.495
H 0.94798 0.89015 2.59890 -0.737 0.874 0.268
H -0.56533 0.42928 -2.28928 1.338 1.714 -0.479
H -2.23240 -0.17852 -2.15991 0.992 0.043 0.141
H -0.84630 -1.28725 -2.07787 0.128 0.069 0.245

---

# 6
15
Properties=species:S:1:pos:R:3:forces:R:3 method="wB97M-V/def2-TZVPD" homo_lumo_gap_ev=9.22 lumo_ev=0.39 homo_ev=-8.83 relative_energy_ev=2.5104
C -0.71610 -0.46954 -1.26447 -0.007 0.055 -0.014
C -0.24190 -0.44790 0.16489 -0.004 -0.082 0.000
C 0.76519 -1.48929 0.56339 0.049 0.056 0.033
C 0.68000 1.61295 0.39805 -0.013 0.106 0.058
C -0.70093 1.67787 0.54264 -0.450 0.276 -0.231
O -1.67151 2.28479 0.25227 0.656 -0.423 0.229
O -0.95701 0.07674 1.09563 0.057 0.018 -0.166
H -1.35399 0.38667 -1.49358 0.088 -0.133 0.057
H 0.12111 -0.51388 -1.96530 -0.108 -0.001 0.145
H -1.31272 -1.38367 -1.38770 0.050 0.086 0.012
H 1.11581 -1.31184 1.58200 -0.049 -0.013 -0.151
H 0.26301 -2.46566 0.53767 0.047 0.121 -0.011
H 1.60810 -1.52655 -0.13138 -0.143 0.014 0.073
H 1.25354 1.07112 1.13683 -0.138 0.057 -0.077
H 1.14741 2.49819 -0.03094 -0.035 -0.135 0.043

---

# 7
19
Properties=species:S:1:pos:R:3:forces:R:3 method="wB97M-V/def2-TZVPD" homo_lumo_gap_ev="7.58 / 7.68" lumo_ev="0.31 / -1.26" spin_multiplicity=3 homo_ev="-7.27 / -8.94" relative_energy_ev=1.6844
C -2.14499 -0.71992 -0.02797 -2.170 1.688 -1.194
C -1.78197 -1.62256 0.85515 0.950 -1.467 1.133
C -1.34311 0.22611 -0.84575 1.096 -0.416 0.357
C -0.06190 0.42459 -0.76429 -0.613 -0.128 0.650
C -0.45528 -2.05148 1.42413 -0.189 2.260 -1.607
C 0.76641 -1.28961 1.14847 -0.398 -0.128 1.442
C 1.55550 2.32249 -0.56643 -0.759 -1.427 4.164
C 1.22790 0.96904 -1.14848 -1.742 -0.339 -2.529
O 0.11570 -1.08001 2.36191 1.747 0.022 -0.989
Cl -2.14451 1.16385 -2.13120 -0.713 -0.020 -0.144
Cl 2.45866 -1.72054 0.86671 -0.968 -0.054 0.669
H -3.28403 -0.58927 -0.13244 1.892 -0.164 -0.039
H -2.57815 -2.14280 1.34824 -0.495 -0.234 0.105
H -0.33625 -3.01515 1.80651 -0.193 -1.586 0.381
H 1.01307 2.38196 0.50756 1.257 0.165 -2.433
H 1.40962 3.20279 -1.08506 -1.199 1.470 -1.509
H 2.59526 2.36342 -0.36684 1.175 -0.155 0.463
H 1.97575 0.20025 -0.96614 0.261 0.220 -0.014
H 1.01232 0.97687 -2.28409 1.062 0.293 1.094

---

# 8
16
Properties=species:S:1:pos:R:3:forces:R:3 method="wB97M-V/def2-TZVPD" homo_lumo_gap_ev=9.17 lumo_ev=0.80 homo_ev=-8.37 relative_energy_ev=3.2266
H -3.13660 -1.02198 0.74673 -0.820 0.527 2.239
N -2.68317 -1.39262 -0.03078 2.579 1.595 -3.395
C -1.73088 -0.57864 -0.41436 -0.024 -2.222 -0.426
N -1.18532 0.47467 0.28145 -0.496 0.138 0.694
C 0.02948 1.09843 -0.00151 0.477 1.516 0.182
C 0.34198 2.40754 0.06467 1.505 0.739 -1.078
N 1.05141 0.24010 -0.32655 2.806 -2.302 -1.179
C 1.55017 -0.88786 0.42001 -0.800 2.312 -2.436
N 2.56165 -1.43734 -0.17862 -0.326 -2.267 6.530
H 2.84414 -2.05165 0.81384 -0.101 1.206 -4.005
H -1.14138 -0.66033 -1.35237 -0.705 -1.038 0.439
H -1.90779 0.97186 0.73390 -0.208 1.053 1.010
H 1.45672 2.61673 -0.39218 -3.057 -0.041 1.801
H -0.36042 3.22228 0.36361 0.765 -0.808 -0.684
H 1.89961 0.53212 -0.92560 -2.449 -0.075 1.118
H 0.98926 -1.03948 1.38070 0.853 -0.332 -0.810